[1]
Below is C12H37FeO7 as an isolated structure at a distorted geometry, with properties calculated with ωB97M-V/def2-TZVPD.

Properties
LUMO energy (spin up / spin down)   -4.13 / -4.56 eV
HOMO level (spin up / spin down)   -11.655 / -11.654 eV
Spin multiplicity   5
Largest force on an atom   2.67 eV/Å
Net charge   +1
Gap between HOMO and LUMO (spin up / spin down)   7.5 / 7.1 eV

Atoms and positions in Å:
Fe1 -20.25029 21.82412 23.34507
O1 -18.41837 22.57772 23.57684
H1 -17.49775 22.25088 23.58908
C1 -16.65418 27.33962 24.03003
C2 -16.61557 25.84644 23.81353
O2 -17.97491 25.33283 23.95223
H2 -16.94926 27.60119 25.04621
H3 -17.22515 27.88945 23.28185
H4 -15.61941 27.67895 23.98300
H5 -15.96147 25.24513 24.44494
H6 -16.23062 25.63394 22.81615
H7 -18.01018 24.41197 23.68320
C3 -14.51530 22.46474 24.73292
C4 -15.69973 22.11814 25.64121
O3 -16.65265 23.12020 25.76554
H8 -14.82536 22.75572 23.72928
H9 -13.84061 21.62570 24.56290
H10 -13.85837 23.24513 25.11701
H11 -15.32911 21.80174 26.61621
H12 -16.24003 21.26250 25.23618
H13 -17.34930 22.96859 25.12266
C5 -20.91878 23.05069 27.50530
C6 -20.21346 23.24615 26.12892
O4 -21.09227 22.84417 25.08078
H14 -21.37242 22.06024 27.54151
H15 -21.62308 23.82415 27.81159
H16 -20.14932 23.13776 28.27241
H17 -19.38807 22.53614 26.07676
H18 -19.81726 24.26064 26.08493
H19 -21.99346 23.13225 25.24348
C7 -20.38290 19.29837 19.86698
C8 -20.35486 20.81299 20.11404
O5 -19.67888 21.08233 21.34755
H20 -19.40275 18.82322 19.90736
H21 -20.84236 18.96909 18.93501
H22 -20.97623 18.75848 20.60494
H23 -21.35503 21.24595 20.09639
H24 -19.77314 21.26837 19.31259
H25 -18.76994 20.80782 21.20588
C9 -18.75048 18.25173 23.54755
C10 -18.43365 19.50469 24.34113
O6 -19.63247 20.15707 24.71127
H26 -19.35743 17.58344 24.15837
H27 -17.80592 17.77329 23.28872
H28 -19.29627 18.45893 22.62707
H29 -17.81762 20.21957 23.79565
H30 -17.89446 19.24510 25.25216
H31 -20.06605 19.60967 25.37003
C11 -15.84769 24.23357 19.85055
C12 -17.03423 23.74329 20.70696
O7 -16.49146 22.96914 21.75696
H32 -15.24182 23.48922 19.33387
H33 -15.16427 24.82271 20.46207
H34 -16.22237 24.86453 19.04457
H35 -17.74457 23.14219 20.13934
H36 -17.53960 24.62592 21.09898
H37 -17.24714 22.79271 22.32214

[2]
Below is one molecule with the formula C4H9N3 at a distorted geometry, with properties calculated with ωB97M-V/def2-TZVPD.

Properties
LUMO energy   0.81 eV
HOMO level   -9.453 eV
Structure (SMILES)   [H]/N=C(/C)C/C(N)=N/[H]
Spin multiplicity   1
Largest force on an atom   4.11 eV/Å
Net charge   0
Gap between HOMO and LUMO   10.3 eV

Atoms and positions in Å:
H1 1.73687 -1.90865 0.28287
N1 1.79163 -1.21057 -0.46112
C1 0.97417 -0.23134 -0.29996
C2 0.96345 0.90901 -1.27912
C3 0.34923 0.13223 1.22775
C4 -1.09273 0.06222 0.89754
N2 -1.33634 -0.98495 -0.01685
N3 -1.86736 1.08483 0.96511
H2 -2.75415 0.90451 0.49256
H3 0.20381 0.73246 -2.04543
H4 0.74620 1.86284 -0.79504
H5 1.94015 0.99342 -1.75964
H6 0.64259 1.11067 1.60935
H7 0.64647 -0.71873 1.84266
H8 -2.07094 -0.85163 -0.70281
H9 -0.87305 -1.88635 0.04214

[3]
Below is C5H15N3O as an isolated structure at a distorted geometry, with properties calculated with ωB97M-V/def2-TZVPD.

Properties
LUMO energy   0.61 eV
HOMO level   -7.792 eV
Spin multiplicity   1
Largest force on an atom   2.36 eV/Å
Net charge   0
Gap between HOMO and LUMO   8.4 eV

Atoms and positions in Å:
C1 -0.99961 0.61732 1.29290
C2 0.51326 0.72682 1.50564
C3 1.01402 -0.17822 2.62838
N1 -1.34667 -0.69729 0.76841
H1 -0.91096 -0.81556 -0.14846
H2 -2.35011 -0.79538 0.66855
H3 -1.33663 1.44474 0.63681
H4 -1.51157 0.76114 2.24985
H5 0.76435 1.76894 1.73334
H6 1.01803 0.45039 0.57591
H7 0.72757 -1.20980 2.43220
H8 2.10055 -0.13393 2.70883
H9 0.58492 0.11699 3.58810
C4 -0.61188 1.06586 -2.45688
N2 1.37752 -1.99987 -0.88202
N3 0.15930 1.96901 -1.90012
C5 -1.14892 0.07066 -2.97783
O1 0.60930 -1.04931 -1.57364
H10 0.77671 -2.49946 -0.22410
H11 1.77426 -2.66078 -1.54639
H12 -0.04432 2.21218 -0.93689
H13 1.14764 1.90864 -2.10824
H14 -1.97263 -0.08072 -3.64300
H15 -0.33413 -0.99235 -2.39135